C3AlF9O9S3 | wB97M-V/def2-TZVPD

The geometry in XYZ format:
```
25
Properties=species:S:1:pos:R:3:nbo_charge:R:1
C 36.8634 26.6932 -14.7368 0.790
C 38.8336 23.8811 -14.7843 0.802
F 31.5924 22.5302 -9.9017 -0.288
O 37.2447 24.8501 -12.7046 -0.998
F 37.8356 24.1000 -15.6459 -0.313
O 35.6827 24.3218 -14.2648 -1.008
O 33.9749 22.6046 -12.0504 -0.982
O 34.2021 26.3390 -14.3486 -0.879
O 37.1323 22.5151 -12.9766 -0.989
S 38.0475 23.6511 -12.9707 2.272
S 35.4293 25.6935 -13.8985 2.280
S 34.1554 22.8358 -10.6245 2.248
F 36.8192 26.5876 -16.0377 -0.292
F 39.5065 22.7855 -15.1024 -0.288
F 38.0356 26.2053 -14.3298 -0.311
Al 35.5748 23.6849 -12.4500 1.978
F 39.6193 24.9984 -14.8085 -0.301
O 34.4042 21.5521 -9.9655 -0.860
F 36.7282 27.9759 -14.3982 -0.297
C 32.4747 23.5341 -9.8757 0.808
O 35.2467 23.7874 -10.5271 -0.960
O 39.1724 23.4362 -12.0754 -0.888
O 35.5936 25.7834 -12.4396 -0.945
F 32.6588 23.8440 -8.5892 -0.284
F 31.9628 24.5790 -10.6056 -0.297
```

frontier orbital gap = 0.4042 Eh
spin multiplicity = 1
net charge = 0
electronic energy = -85097.9472 eV
energy relative to the best compared isomer or geometry (same formula, charge and spin) = 0.000 eV


C4H4S | wB97M-V/def2-TZVPD

The geometry in XYZ format:
```
9
Properties=species:S:1:pos:R:3:nbo_charge:R:1
H 1.1351 1.6412 -0.6676 0.251
H 1.3330 1.1232 1.0438 0.266
H -0.5426 -2.4399 0.2683 0.252
C 1.1047 0.6864 -0.0505 -0.695
C -1.5115 -0.2321 -0.0418 -0.100
S -2.9884 0.4563 -0.0647 -0.106
C -0.5574 -1.3421 0.0049 -0.150
C -0.0937 -0.0905 -0.1497 0.037
H 2.1206 0.1975 -0.3426 0.245
```

frontier orbital gap = 0.3156 Eh
structure (SMILES) = Cc1cc1=S
spin multiplicity = 1
net charge = 0
electronic energy = -15044.9482 eV
energy relative to the best compared isomer or geometry (same formula, charge and spin) = 2.731 eV